C17H27N4O3PSSn as an isolated structure. Source: OMol25; level of theory: wB97M-V/def2-TZVPD.

XYZ file:
```
54
C17H27N4O3PSSn (wB97M-V/def2-TZVPD)
Sn -0.120 -0.318 0.647
O 0.937 0.151 4.891
C 0.819 -0.201 3.725
O -0.138 0.068 2.924
C 1.951 -1.050 3.135
C 3.003 -1.469 3.940
C 4.026 -2.207 3.372
C 3.965 -2.511 2.017
C 2.879 -2.057 1.293
N 1.899 -1.339 1.838
H 2.986 -1.203 4.987
H 4.862 -2.544 3.971
H 4.741 -3.089 1.534
H 2.774 -2.273 0.235
O -2.389 -0.646 -0.233
N -3.078 -1.753 -0.058
C -4.386 -1.745 -0.395
C -5.180 -2.851 -0.252
C -4.615 -4.015 0.268
C -3.283 -4.017 0.601
C -2.481 -2.876 0.436
S -0.813 -2.890 0.827
H -4.739 -0.800 -0.779
H -6.219 -2.802 -0.543
H -5.217 -4.903 0.408
H -2.804 -4.896 1.007
N 1.179 -0.933 -1.782
C 1.562 0.184 -2.660
C 2.821 0.911 -2.178
C 2.608 1.922 -1.052
N 2.305 1.269 0.223
H 1.904 -1.644 -1.796
H 0.339 -1.376 -2.144
H 0.726 0.884 -2.677
H 1.736 -0.162 -3.686
H 3.240 1.453 -3.028
H 3.564 0.170 -1.859
H 1.759 2.560 -1.306
H 3.500 2.558 -0.985
H 2.199 1.961 0.957
H 3.079 0.673 0.498
C -0.895 3.684 -2.632
P -1.213 2.563 -1.188
C -1.039 3.803 0.166
C -3.050 2.503 -1.290
H -1.481 4.602 -2.563
H -1.153 3.165 -3.557
H 0.165 3.943 -2.672
H -1.669 4.676 -0.010
H 0.002 4.121 0.241
H -1.321 3.333 1.109
H -3.485 3.497 -1.406
H -3.428 2.034 -0.381
H -3.335 1.877 -2.136
```

Results
Electronic energy, Ha: -2062.5929
Max |F|, eV/Å: 0.56

Atomic partial charges in e from the Mulliken method, atoms 1 to 2: 1.2525, -0.7187